Record 1
{
  "formula": "CH3O3",
  "method": "ωB97M-V/def2-TZVPD",
  "total_charge": -1,
  "e_tot_ev": -7230.0061,
  "homo_ev": -4.49,
  "lumo_energy_ev": 4.721,
  "orbital_gap_ev": 9.208,
  "mol_weight_g_mol": 63.03,
  "symbols": ["O", "C", "O", "H", "H", "H", "O"],
  "coordinates": [[0.41514, 0.87349, -0.81163], [0.88942, -0.28139, -0.71065], [0.47726, -1.22458, 0.00289], [1.80022, -0.47848, -1.33147], [-1.18732, 0.85132, 0.36866], [-0.92795, -0.27613, 1.23164], [-1.46678, 0.53576, 1.25056]],
  "nbo_charge": [-0.796, 0.628, -0.798, 0.002, 0.493, 0.489, -1.018]
}

Record 2
{
  "formula": "C2H3AuFO",
  "method": "ωB97M-V/def2-TZVPD",
  "total_charge": 3,
  "e_tot_ev": -10525.4859,
  "homo_ev": [-27.95, -28.86],
  "lumo_energy_ev": [-18.520, -21.274],
  "orbital_gap_ev": [9.429, 7.588],
  "multiplicity": 3,
  "s_squared": 2.012,
  "mol_weight_g_mol": 259.01,
  "symbols": ["H", "O", "C", "C", "Au", "H", "H", "F"],
  "coordinates": [[-1.13207, -0.43405, 1.16572], [-0.79336, -0.89933, 0.11891], [0.23609, -0.00481, 0.06007], [0.65504, 1.33699, -0.33396], [-1.52510, -1.78495, -1.14860], [1.14871, -0.62937, -0.05698], [-0.54904, 0.94207, 0.54520], [1.95973, 1.47346, -0.35037]],
  "nbo_charge": [0.689, -0.659, -0.245, 0.866, 1.604, 0.386, 0.434, -0.075]
}

Record 3
{
  "formula": "C24H37N3O2S",
  "method": "ωB97M-V/def2-TZVPD",
  "e_tot_ev": -44890.9660,
  "homo_ev": -8.22,
  "lumo_energy_ev": 0.732,
  "orbital_gap_ev": 8.957,
  "mol_weight_g_mol": 431.65,
  "symbols": ["C", "H", "H", "H", "C", "N", "C", "O", "C", "C", "C", "N", "C", "C", "H", "H", "H", "H", "C", "C", "H", "H", "C", "N", "C", "O", "C", "C", "C", "C", "S", "C", "H", "C", "C", "C", "H", "C", "H", "H", "H", "H", "H", "H", "H", "H", "H", "C", "C", "H", "H", "H", "H", "H", "H", "H", "H", "H", "H", "H", "H", "H", "C", "H", "H", "H", "H"],
  "coordinates": [[-5.43631, 2.28915, -1.16886], [-4.35239, 2.20731, -1.19301], [-5.81848, 2.16575, -2.18090], [-5.70136, 3.28269, -0.81850], [-6.02780, 1.22841, -0.24256], [-5.61154, -0.09248, -0.67062], [-4.86121, -0.92388, 0.08704], [-4.50319, -0.63604, 1.20981], [-4.53386, -2.23988, -0.61918], [-3.94731, -3.27529, 0.34186], [-2.52783, -2.90811, 0.76938], [-1.68155, -2.75452, -0.40183], [-2.16331, -1.64942, -1.20615], [-3.53906, -2.00804, -1.76319], [-3.44847, -2.92845, -2.34272], [-3.88344, -1.21263, -2.42770], [-1.47521, -1.47801, -2.03508], [-2.24588, -0.71732, -0.61982], [-0.25979, -2.75787, -0.10821], [0.30524, -1.46442, 0.50322], [-0.24370, -1.20096, 1.40833], [0.20737, -0.64570, -0.21235], [1.78588, -1.65098, 0.84646], [2.52969, -2.04215, -0.32735], [3.40984, -1.26819, -1.00761], [3.76093, -1.52898, -2.14826], [4.00332, -0.10172, -0.31896], [4.30189, 1.08961, -0.91350], [5.01441, 1.98409, -0.08255], [5.28532, 1.44877, 1.14307], [4.64639, -0.15400, 1.29491], [6.01040, 2.08983, 2.27462], [6.04667, 1.39045, 3.11188], [5.33925, 3.39172, 2.72727], [5.56559, 4.56376, 1.77352], [4.85003, 4.44566, 0.42816], [3.78853, 4.24912, 0.59475], [5.42628, 3.36351, -0.49055], [5.08406, 3.53870, -1.51189], [6.51792, 3.43686, -0.48678], [4.93229, 5.40795, -0.08319], [6.63826, 4.68097, 1.59901], [5.21411, 5.47404, 2.26649], [4.26768, 3.22049, 2.85020], [5.74664, 3.66304, 3.70397], [7.04045, 2.30660, 1.97312], [4.00952, 1.31430, -1.92391], [2.03533, -3.25106, -0.95497], [0.56779, -3.10396, -1.35027], [0.20342, -4.03231, -1.78938], [0.48737, -2.31467, -2.09821], [2.65415, -3.44057, -1.83353], [2.15087, -4.07749, -0.24420], [2.18546, -0.72210, 1.25060], [1.89277, -2.43441, 1.60650], [-0.10955, -3.56689, 0.61912], [-2.12506, -3.71374, 1.38835], [-2.56827, -1.99042, 1.37403], [-4.57566, -3.35065, 1.23023], [-3.92709, -4.24465, -0.15947], [-5.47354, -2.62761, -1.03186], [-5.90322, -0.38369, -1.59026], [-7.55192, 1.31143, -0.20394], [-7.96579, 1.17225, -1.20130], [-7.86470, 2.28325, 0.16737], [-7.95439, 0.54325, 0.45159], [-5.62421, 1.35032, 0.76776]],
  "nbo_charge": [-0.608, 0.216, 0.196, 0.213, -0.060, -0.621, 0.692, -0.640, -0.319, -0.384, -0.228, -0.461, -0.231, -0.380, 0.213, 0.200, 0.206, 0.170, -0.027, -0.441, 0.217, 0.204, -0.206, -0.433, 0.648, -0.621, -0.310, -0.183, -0.080, -0.159, 0.437, -0.444, 0.220, -0.385, -0.395, -0.387, 0.200, -0.421, 0.217, 0.209, 0.206, 0.192, 0.209, 0.202, 0.207, 0.215, 0.231, -0.224, -0.406, 0.220, 0.202, 0.250, 0.185, 0.225, 0.187, 0.190, 0.197, 0.196, 0.220, 0.206, 0.219, 0.388, -0.608, 0.196, 0.212, 0.217, 0.232]
}

Record 4
{
  "formula": "C55H39N3OP2RhS2Te",
  "method": "ωB97M-V/def2-TZVPD",
  "total_charge": 1,
  "e_tot_ev": -114729.4367,
  "homo_ev": -9.83,
  "lumo_energy_ev": -3.357,
  "orbital_gap_ev": 6.475,
  "mol_weight_g_mol": 1114.52,
  "symbols": ["Rh", "O", "S", "C", "C", "C", "C", "C", "C", "P", "C", "C", "C", "C", "C", "C", "C", "C", "C", "C", "C", "C", "C", "C", "C", "C", "C", "C", "P", "C", "C", "C", "C", "C", "C", "C", "C", "C", "C", "C", "C", "H", "H", "H", "H", "H", "H", "H", "H", "H", "H", "H", "H", "H", "H", "H", "H", "H", "H", "H", "H", "H", "H", "H", "H", "H", "H", "H", "H", "N", "C", "C", "C", "C", "C", "C", "C", "C", "C", "H", "H", "H", "H", "Te", "C", "C", "C", "C", "S", "H", "H", "H", "N", "C", "C", "C", "C", "N", "C", "C", "H", "H", "H", "H"],
  "coordinates": [[-0.21329, -0.59780, 0.22154], [-2.39468, 0.68934, 2.67659], [-1.57878, 0.94761, 1.47579], [-0.48303, 2.29289, 1.88320], [-1.00141, 3.56673, 2.05737], [-0.15681, 4.57791, 2.48463], [1.17750, 4.29913, 2.74996], [1.68026, 3.01708, 2.58068], [0.85172, 1.99159, 2.13992], [1.42614, 0.28162, 1.82207], [3.23786, 0.38291, 1.73978], [3.97800, 0.55771, 2.91409], [5.35481, 0.68491, 2.85186], [6.01002, 0.62807, 1.62629], [5.28447, 0.43973, 0.46133], [3.90256, 0.31639, 0.52034], [1.22633, -0.52604, 3.44532], [0.49482, 0.02874, 4.48719], [0.38422, -0.64835, 5.69739], [1.00351, -1.87401, 5.86951], [1.74249, -2.43114, 4.82912], [1.85357, -1.76141, 3.62507], [-2.63810, 1.65341, 0.24723], [-3.89966, 2.08628, 0.60490], [-4.74309, 2.54791, -0.39984], [-4.31192, 2.55259, -1.71623], [-3.03636, 2.10547, -2.04886], [-2.18405, 1.64362, -1.05730], [-0.47142, 1.08770, -1.35635], [0.48204, 2.62377, -1.16169], [1.80571, 2.55822, -0.75351], [2.58667, 3.70286, -0.69165], [2.03802, 4.92833, -1.03562], [0.71036, 5.00443, -1.44030], [-0.06633, 3.85976, -1.50621], [-0.44060, 0.80966, -3.15639], [-1.26266, -0.16037, -3.73237], [-1.27024, -0.34474, -5.10389], [-0.46067, 0.43404, -5.91978], [0.34207, 1.41222, -5.35834], [0.34903, 1.60558, -3.98414], [-2.04329, 3.77038, 1.84864], [-0.53850, 5.58223, 2.60531], [1.83580, 5.08937, 3.08459], [2.72591, 2.82046, 2.77373], [3.48427, 0.59329, 3.87695], [5.91921, 0.82132, 3.76455], [7.08726, 0.71744, 1.58651], [5.78083, 0.37106, -0.49727], [3.35538, 0.13144, -0.39645], [0.00639, 0.98767, 4.37443], [-0.18354, -0.20689, 6.50534], [0.92028, -2.39645, 6.81315], [2.23645, -3.38465, 4.96316], [2.44456, -2.19018, 2.82249], [-4.21689, 2.03036, 1.63790], [-5.74046, 2.88444, -0.15283], [-4.97614, 2.89332, -2.49883], [-2.71691, 2.09987, -3.08297], [2.23951, 1.60349, -0.49502], [3.61901, 3.62963, -0.37540], [2.64108, 5.82531, -0.98983], [0.27940, 5.95886, -1.71083], [-1.09496, 3.93529, -1.83321], [-1.89274, -0.77113, -3.10797], [-1.90931, -1.10413, -5.53394], [-0.46260, 0.28250, -6.99093], [0.96651, 2.03344, -5.98636], [0.97066, 2.38884, -3.57234], [-7.13196, -6.12194, -4.41524], [-6.34996, -5.46838, -3.88696], [-5.37133, -4.64607, -3.22380], [-4.03400, -5.03494, -3.20589], [-3.09670, -4.24124, -2.57282], [-3.48147, -3.05393, -1.94609], [-4.82464, -2.67267, -1.97108], [-5.76485, -3.46184, -2.60526], [-2.50135, -2.22805, -1.29963], [-1.68223, -1.52247, -0.75386], [-3.73793, -5.95462, -3.69100], [-2.05402, -4.53045, -2.56422], [-5.12361, -1.75532, -1.48215], [-6.80545, -3.16945, -2.62382], [1.35239, -2.04317, -1.40964], [3.01739, -1.03136, -2.19520], [3.22143, 0.18034, -2.78621], [4.56343, 0.37207, -3.22428], [5.35652, -0.70298, -2.96231], [4.48489, -1.93240, -2.15288], [2.44753, 0.91192, -2.92580], [4.91000, 1.26213, -3.72838], [6.39513, -0.84139, -3.21361], [-1.66248, -6.47092, 4.77604], [-1.43984, -5.58642, 4.08064], [-1.16206, -4.46555, 3.21992], [-0.34712, -4.60907, 2.10695], [-0.08920, -3.49851, 1.33030], [-0.57240, -2.27987, 1.60540], [-1.37367, -2.15620, 2.66992], [-1.69260, -3.21618, 3.49642], [0.08325, -5.56443, 1.84543], [0.54676, -3.59713, 0.46358], [-1.78475, -1.18359, 2.87945], [-2.34131, -3.05684, 4.34482]],
  "lowdin_charge": [0.287, -0.413, 0.888, -0.368, -0.036, -0.034, -0.034, -0.049, -0.354, 1.043, -0.343, -0.094, -0.058, -0.053, -0.051, -0.112, -0.377, -0.077, -0.058, -0.064, -0.061, -0.106, -0.375, -0.044, -0.038, -0.036, -0.053, -0.336, 1.009, -0.352, -0.118, -0.050, -0.058, -0.057, -0.070, -0.350, -0.095, -0.050, -0.057, -0.057, -0.097, 0.121, 0.118, 0.118, 0.109, 0.114, 0.112, 0.112, 0.094, 0.027, 0.106, 0.113, 0.112, 0.114, 0.119, 0.121, 0.118, 0.117, 0.117, 0.050, 0.117, 0.112, 0.112, 0.109, 0.075, 0.114, 0.112, 0.112, 0.100, 0.166, -0.179, -0.227, -0.017, -0.016, -0.244, -0.020, -0.019, -0.117, -0.262, 0.124, 0.118, 0.116, 0.123, 1.056, -1.019, -0.250, -0.175, -0.419, 0.933, 0.063, 0.107, 0.073, 0.191, -0.153, -0.200, 0.022, -0.150, -0.043, -0.096, 0.029, 0.132, -0.018, 0.070, 0.135]
}